## A
Computed, not measured: 2 unconnected molecules or ions with the total composition C5H15NOS, with ωB97M-V with the def2-TZVPD basis set.

Atoms and positions in Å:
C -0.492 -0.308 3.333
N 0.386 -0.097 2.028
C 0.009 -1.113 1.045
C 0.549 -2.389 1.464
C 0.328 -0.637 -0.451
C -0.984 -0.132 -1.137
S -0.786 0.619 -2.783
H -1.520 -0.170 2.941
H -0.151 0.569 3.997
H -0.596 -1.134 3.887
H 1.351 -0.140 2.455
H -1.143 -1.435 1.041
H -0.010 -3.019 2.213
H 1.472 -2.159 1.934
H 0.814 -3.181 0.752
H 0.638 -1.672 -0.824
H 1.114 0.235 -0.451
H -1.422 0.702 -0.589
H -1.803 -0.933 -1.304
H -0.460 -0.422 -3.687
O 1.638 3.036 -0.726
H 1.207 3.524 -1.592
H 0.832 3.193 -0.146

Computed properties:
Highest occupied orbital energy (eV): -8.846
Orbital gap (eV): 9.60
Multiplicity: 1


## B
Computed, not measured: 2 unconnected molecules or ions with the total composition C5H15NOS, with ωB97M-V with the def2-TZVPD basis set.

Atoms and positions in Å:
C -1.312 -1.254 0.001
C 0.059 -1.687 -0.687
N 0.619 -0.431 -1.220
C 1.587 0.234 -0.276
C 2.884 -0.575 -0.181
C 1.727 1.641 -0.998
S 1.436 3.092 0.053
H -2.191 -1.877 -0.161
H -1.061 -1.088 1.058
H -1.527 -0.200 -0.271
H -0.111 -2.364 -1.504
H 0.647 -2.092 0.111
H 0.950 -0.554 -2.161
H 0.976 0.329 0.696
H 2.946 -1.203 0.716
H 3.010 -1.282 -1.016
H 3.786 0.010 -0.289
H 2.574 1.558 -1.695
H 0.800 1.628 -1.614
H 2.241 2.598 1.054
O -7.033 1.117 2.748
H -6.548 1.867 2.392
H -6.459 0.534 3.245

Computed properties:
Highest occupied orbital energy (eV): -8.565
Orbital gap (eV): 9.38
Multiplicity: 1


So which one wins? Going from most stable to least: B, A.


## A
Computed, not measured: 10 unconnected molecules or ions with the total composition C6H34N2O9, with ωB97M-V with the def2-TZVPD basis set.

Atoms and positions in Å:
C -1.660 1.554 2.713
C -1.320 2.057 1.303
C -2.582 2.141 0.455
N -0.261 1.249 0.625
C -0.684 -0.112 0.215
C 0.183 -1.246 0.830
C -0.164 -2.588 0.175
N -0.095 -1.321 2.304
H -2.105 0.588 2.689
H -2.365 2.210 3.231
H -0.772 1.507 3.381
H -0.890 3.062 1.396
H -3.261 3.026 0.827
H -3.211 1.289 0.504
H -2.381 2.352 -0.581
H 0.565 1.256 1.186
H -1.777 -0.333 0.486
H -0.595 -0.165 -0.850
H 1.308 -1.011 0.633
H -1.185 -2.948 0.400
H 0.013 -2.594 -0.909
H 0.434 -3.402 0.564
H 0.351 -2.113 2.708
H 0.199 -0.489 2.783
O 0.795 -1.945 -3.096
H 1.571 -1.873 -2.501
H 0.706 -0.990 -3.403
O -1.786 -1.440 -2.559
H -1.912 -1.696 -1.634
H -0.991 -1.896 -2.747
O 3.172 0.288 0.257
H 4.038 0.651 0.165
H 2.692 0.717 -0.442
O 3.001 -1.661 -1.593
H 3.493 -2.447 -1.396
H 3.018 -1.086 -0.810
O -0.159 0.567 -3.257
H -0.307 1.460 -2.819
H -0.974 0.001 -3.061
O 1.980 0.707 2.636
H 2.444 0.530 1.816
H 2.588 1.157 3.256
O -0.034 2.832 -1.853
H 0.907 2.872 -1.886
H -0.122 2.416 -0.928
O 2.213 1.031 -2.103
H 2.846 0.493 -2.606
H 1.357 0.789 -2.428
O -3.040 -1.885 2.206
H -3.119 -1.914 1.244
H -2.122 -1.649 2.473

Computed properties:
Highest occupied orbital energy (eV): -9.145
Orbital gap (eV): 9.04
Multiplicity: 1


## B
Computed, not measured: 10 unconnected molecules or ions with the total composition C6H34N2O9, with ωB97M-V with the def2-TZVPD basis set.

Atoms and positions in Å:
C 3.151 -0.723 -1.991
C 1.972 -1.601 -2.371
N 0.742 -1.201 -1.669
C 0.131 -0.022 -2.311
C -1.286 0.300 -1.781
N -1.382 1.547 -1.025
C -2.767 1.843 -0.703
C -0.604 1.483 0.199
H 2.989 0.338 -2.186
H 4.041 -0.995 -2.568
H 3.401 -0.807 -0.930
H 1.848 -1.605 -3.460
H 2.203 -2.645 -2.107
H 0.070 -1.959 -1.572
H 0.033 -0.168 -3.405
H 0.766 0.862 -2.194
H -1.914 0.426 -2.664
H -1.712 -0.559 -1.244
H -3.260 1.109 -0.045
H -3.388 1.880 -1.605
H -2.845 2.818 -0.213
H -0.870 0.616 0.814
H -0.709 2.406 0.762
H 0.449 1.386 -0.060
O 1.713 -1.220 0.892
H 2.389 -1.860 0.663
H 1.206 -1.045 0.005
O 2.556 2.766 -0.997
H 2.442 2.678 -0.045
H 1.788 3.296 -1.303
O -2.030 -3.745 -0.683
H -2.515 -3.294 0.045
H -1.947 -4.679 -0.445
O 0.287 0.915 4.078
H 0.263 1.407 4.906
H -0.624 0.762 3.770
O 2.701 1.168 1.901
H 2.108 1.301 2.642
H 2.485 0.288 1.516
O -2.084 -0.990 3.223
H -2.407 -1.410 4.035
H -1.134 -1.324 3.154
O 0.402 -1.746 3.230
H 0.744 -0.954 3.700
H 0.839 -1.647 2.334
O -3.370 -2.482 1.310
H -2.907 -1.914 1.979
H -4.151 -1.975 1.065
O 0.243 3.917 -1.969
H -0.351 3.163 -1.734
H 0.295 3.898 -2.940

Computed properties:
Highest occupied orbital energy (eV): -9.343
Orbital gap (eV): 9.61
Multiplicity: 1


So which one wins? Going from most stable to least: B, A.


## A
Computed, not measured: 4 unconnected molecules or ions with the total composition C3H13O3S, with ωB97M-V with the def2-TZVPD basis set.

Atoms and positions in Å:
C 2.509 -1.235 -1.665
C 2.599 0.101 -1.006
C 1.135 0.558 -0.599
S 0.015 -0.681 0.166
H 1.689 -1.223 -2.403
H 2.255 -2.084 -0.980
H 3.341 -1.689 -2.231
H 3.187 -0.045 -0.031
H 2.974 0.952 -1.601
H 0.742 0.823 -1.583
H 1.151 1.516 -0.074
H -3.607 -0.367 3.409
H -4.692 -1.351 3.215
O -4.502 -0.582 3.763
H -1.558 -0.556 1.834
H -1.472 0.791 2.479
O -2.003 -0.008 2.516
H 0.832 1.572 -4.088
H 0.570 2.230 -2.795
O 1.164 2.301 -3.552

Computed properties:
Charge: -1
Highest occupied orbital energy (eV): -3.062
Orbital gap (eV): 6.58
Multiplicity: 1


## B
Computed, not measured: 4 unconnected molecules or ions with the total composition C3H13O3S, with ωB97M-V with the def2-TZVPD basis set.

Atoms and positions in Å:
C -0.781 0.197 -1.824
C -2.188 0.713 -1.514
C -3.237 -0.329 -0.955
S -2.874 -0.966 0.713
H -0.436 0.412 -2.838
H -0.116 0.626 -0.993
H -0.727 -0.879 -1.776
H -2.660 1.187 -2.508
H -2.264 1.438 -0.727
H -4.204 0.144 -0.896
H -3.360 -1.212 -1.666
H 5.378 0.875 0.469
H 6.007 -0.237 0.963
O 6.207 0.422 0.295
H -0.873 -0.280 1.458
H -0.487 -0.305 3.021
O -0.156 0.064 2.130
H 1.807 0.020 2.076
H 2.348 -1.426 2.384
O 2.617 -0.464 2.189

Computed properties:
Charge: -1
Highest occupied orbital energy (eV): -2.968
Orbital gap (eV): 6.23
Multiplicity: 1


## C
Computed, not measured: 4 unconnected molecules or ions with the total composition C3H13O3S, with ωB97M-V with the def2-TZVPD basis set.

Atoms and positions in Å:
C -2.457 -1.876 -2.185
C -1.927 -0.411 -2.251
C -1.250 -0.092 -0.890
S 0.428 -0.833 -0.632
H -2.745 -2.251 -3.161
H -1.586 -2.479 -1.928
H -3.197 -1.899 -1.387
H -2.870 0.158 -2.392
H -1.225 -0.207 -3.065
H -1.353 0.967 -0.671
H -1.865 -0.661 -0.172
H 3.372 -0.922 3.035
H 2.705 0.324 2.659
O 3.564 0.024 2.982
H 0.776 0.109 0.967
H 0.364 1.336 2.019
O 0.820 0.484 1.949
H 3.100 3.014 2.372
H 2.291 2.310 1.337
O 3.055 2.907 1.412

Computed properties:
Charge: -1
Highest occupied orbital energy (eV): -3.192
Orbital gap (eV): 6.82
Multiplicity: 1


So which one wins? Going from most stable to least: C, A, B.


## A
Computed, not measured: 2 unconnected molecules or ions with the total composition C2H2N2O3, with ωB97M-V with the def2-TZVPD basis set.

Atoms and positions in Å:
C -1.925 -0.580 -2.031
C 0.093 0.299 -0.215
N -2.372 -1.373 -2.751
N 1.039 -0.326 -1.047
O 1.310 0.312 -2.015
O 1.478 -1.372 -0.626
O -0.166 -0.213 0.967
H -0.340 1.249 -0.582
H 0.656 -0.748 1.201

Computed properties:
Highest occupied orbital energy (alpha / beta) (eV): -9.965 / -11.639
Orbital gap (alpha / beta) (eV): 6.00 / 8.77
Multiplicity: 1


## B
Computed, not measured: 2 unconnected molecules or ions with the total composition C2H2N2O3, with ωB97M-V with the def2-TZVPD basis set.

Atoms and positions in Å:
C -1.212 -0.842 -1.594
C 1.658 1.421 0.426
N -1.782 -1.134 -0.592
N -1.694 -1.617 0.642
O 2.757 1.673 0.119
O -2.479 -2.346 1.119
O 0.700 0.850 -0.311
H 1.099 1.776 1.247
H 0.952 0.219 -1.056

Computed properties:
Highest occupied orbital energy (eV): -10.866
Orbital gap (eV): 9.19
Multiplicity: 1


## C
Computed, not measured: a molecular structure, C2H2N2O3, with ωB97M-V with the def2-TZVPD basis set.

Atoms and positions in Å:
C -1.819 -0.726 0.786
C 1.906 -0.028 0.414
N -0.483 -0.712 0.696
N 0.367 -1.027 -0.139
O 0.460 -1.884 -0.986
O -2.588 -0.431 -0.123
O 2.890 -0.633 0.603
H -2.143 -0.858 1.815
H 1.627 1.019 0.487

Computed properties:
Highest occupied orbital energy (eV): -9.834
Orbital gap (eV): 9.36
Multiplicity: 1


## D
Computed, not measured: a single C2H2N2O3 molecule, with ωB97M-V with the def2-TZVPD basis set.

Atoms and positions in Å:
O -1.849 -0.087 -1.223
C -0.751 -0.192 -0.820
N 0.575 0.078 -1.416
C 1.391 -0.157 -0.458
O 0.997 -0.510 0.838
N -0.409 -0.474 0.545
O -1.086 0.066 1.443
H 2.450 0.120 -0.418
H -1.318 1.157 1.508

Computed properties:
Highest occupied orbital energy (eV): -9.854
Orbital gap (eV): 9.88
Multiplicity: 1


So which one wins? Going from most stable to least: D, C, B, A.